No. 1
Entry from the OMol25 dataset: a molecular structure, C22H23AgF5I2N3O6S in a non-equilibrium geometry (ωB97M-V/def2-TZVPD).

Element x y z (Å)
C (5.3378, 1.3204, -0.9180)
C (4.9112, -0.0654, -0.2028)
I (6.2301, -1.5336, -1.2221)
C (3.3775, -0.5075, -0.5134)
I (3.5450, -2.7042, -0.6673)
C (2.2624, -0.0250, 0.5415)
N (2.9448, 0.8916, 1.4657)
C (3.0029, 2.1229, 1.2829)
O (2.9646, 3.2502, 0.9970)
C (1.8113, -1.1058, 1.6899)
O (2.4860, -1.8577, 2.3493)
N (0.3980, -0.9974, 1.9842)
C (-0.1791, 0.1913, 1.3105)
C (0.1363, 1.2853, 2.4574)
O (0.2363, 2.4804, 2.3209)
O (0.2742, 0.7924, 3.7530)
C (-1.7442, 0.3806, 1.1999)
F (-2.1344, 1.1624, 0.0969)
F (-2.2348, 1.1445, 2.3096)
C (-2.6349, -0.9036, 1.2780)
C (-3.7521, -1.0657, 0.2725)
C (-4.6786, -2.2167, 0.2881)
C (-4.5365, -3.2723, 1.3230)
C (-3.4689, -3.1464, 2.3482)
C (-3.3336, -4.2753, 3.4270)
F (-2.8604, -5.4722, 2.9063)
F (-4.5834, -4.5307, 3.9987)
F (-2.5142, -3.8794, 4.4874)
C (-2.5616, -1.9661, 2.3035)
C (0.7486, 0.2442, -0.0021)
C (0.8081, 1.5820, -0.8577)
C (-0.1014, 1.8840, -2.0800)
C (-0.9014, 3.2704, -1.8276)
C (-2.1448, 3.2189, -2.8462)
N (-3.3454, 2.5688, -2.2409)
S (0.1839, -1.1164, -1.1510)
C (1.0313, -1.1346, -2.7794)
O (-1.2686, -1.0337, -1.4789)
O (0.2899, -2.4836, -0.5849)
H (5.3640, 2.1364, -0.1283)
H (4.6484, 1.5755, -1.7713)
H (6.4140, 1.2099, -1.2580)
H (5.2420, -0.1364, 0.8783)
H (3.1536, -0.0331, -1.5216)
H (-0.0149, -1.9226, 1.8356)
H (-3.9219, -0.2954, -0.5359)
H (-5.4863, -2.3324, -0.4761)
H (-5.2271, -4.1560, 1.3823)
H (-1.7788, -1.8963, 3.1072)
H (0.6891, 2.4410, -0.1152)
H (1.8975, 1.6941, -1.1894)
H (0.5571, 2.1281, -2.9793)
H (-0.8718, 1.1682, -2.4461)
H (-1.2748, 3.3664, -0.7721)
H (-0.2924, 4.1671, -2.1634)
H (-2.4475, 4.2327, -3.2249)
H (-1.8560, 2.5711, -3.7439)
H (-3.2173, 1.5445, -2.1956)
H (-4.1331, 2.6705, -2.8998)
H (1.6884, -2.0469, -2.9355)
H (0.2480, -1.1977, -3.6018)
H (1.5941, -0.1701, -2.9988)
Ag (5.1828, 0.8978, 2.7146)

Cartesian forces, eV/Å:
0.399 -0.407 1.357
-0.148 0.647 -1.235
0.040 0.371 0.264
0.541 0.852 0.362
-1.253 0.322 0.222
-0.756 -3.099 1.613
0.949 2.338 0.032
-1.997 1.000 -1.539
0.781 -1.430 1.083
-2.797 -0.620 1.175
0.918 0.565 -1.319
1.633 -0.595 -2.282
1.116 0.238 0.781
1.410 -1.084 7.697
0.247 1.292 -2.961
-0.533 0.356 -5.958
-2.735 -0.379 0.907
1.348 -1.248 1.390
1.230 -1.067 -1.717
-2.904 -2.779 -1.090
0.183 -1.255 1.199
2.040 -0.142 2.125
1.703 1.812 0.420
-0.451 1.664 -2.270
-0.435 0.635 0.708
-0.667 1.922 0.957
1.981 0.105 -1.022
-1.081 -0.902 -1.950
-0.510 -0.183 -0.682
0.689 2.594 -0.776
0.862 0.606 0.700
-0.270 2.270 -0.658
-0.897 -0.509 -1.717
0.110 -0.677 -0.113
-0.082 -0.194 -0.584
-4.740 -3.889 -1.118
0.786 0.690 -1.517
2.731 1.983 0.385
2.535 1.422 0.217
-0.353 -0.698 -1.135
0.831 -0.225 0.941
-1.436 0.365 0.165
-0.538 -0.251 -1.393
0.179 -1.140 1.067
-0.216 0.376 0.290
0.427 -0.973 1.189
0.928 0.324 0.810
0.767 1.101 -0.229
-0.954 0.020 -0.825
-0.077 -1.246 -0.659
-1.199 -0.235 0.178
-0.724 -0.579 1.050
0.879 0.038 0.871
0.442 -0.050 -1.059
-0.425 -1.118 0.810
0.386 -0.940 0.524
0.132 1.201 0.766
0.161 0.739 0.139
0.505 0.119 0.488
-0.743 1.185 0.692
0.545 0.123 1.489
-0.615 -1.199 0.425
-0.880 -0.164 0.323

Its expectation value of S² is 0.76. Its spin multiplicity is 2. The LUMO energy (alpha / beta) comes out at -6.59 / -7.49 eV. As for the net charge: +1.

No. 2
Entry from the OMol25 dataset: a molecular structure, C22H23AlClN2P in a non-equilibrium geometry (ωB97M-V/def2-TZVPD).

Element x y z (Å)
Al (1.7678, 0.2440, -0.7839)
Cl (3.3744, -0.0984, 0.5360)
P (-0.1475, -0.1483, 0.7726)
C (-0.7766, -1.5852, -0.1511)
C (-2.0394, -1.6041, -0.7597)
C (-2.3936, -2.6922, -1.5556)
C (-1.4956, -3.7382, -1.7792)
C (-0.2289, -3.7105, -1.1859)
C (0.1304, -2.6474, -0.3606)
C (0.0462, -0.6972, 2.5198)
C (0.6947, 0.1734, 3.4250)
C (0.8260, -0.1678, 4.7703)
C (0.3064, -1.3762, 5.2494)
C (-0.3663, -2.2274, 4.3677)
C (-0.5100, -1.8899, 3.0170)
C (-1.4688, 1.1267, 0.8745)
C (-1.1976, 2.4490, 0.4572)
C (-2.2067, 3.3987, 0.4501)
C (-3.4528, 3.1056, 1.0101)
C (-3.6954, 1.8332, 1.5344)
C (-2.7186, 0.8391, 1.4521)
H (1.0781, 1.1345, 3.0742)
H (1.3260, 0.5152, 5.4598)
H (0.4134, -1.6425, 6.3030)
H (-0.8015, -3.1561, 4.7381)
H (-1.0710, -2.5469, 2.3491)
H (-2.7319, -0.7772, -0.5909)
H (-3.3859, -2.7201, -2.0054)
H (-1.7816, -4.5814, -2.4150)
H (0.4785, -4.5252, -1.3543)
H (1.1170, -2.6256, 0.1128)
H (-0.2006, 2.7528, 0.1455)
H (-1.9864, 4.3788, 0.0246)
H (-4.2243, 3.8788, 1.0497)
H (-4.6492, 1.6097, 2.0119)
H (-2.9108, -0.1596, 1.8532)
H (0.7062, 1.4937, -1.1037)
H (1.4053, 1.8962, -0.7871)
C (3.8223, 2.2574, -2.4102)
C (2.9283, 1.3475, -3.1593)
N (2.1991, 0.3229, -2.6865)
C (1.4963, -0.2357, -3.7755)
C (1.8181, 0.4834, -4.8772)
N (2.7473, 1.4385, -4.4812)
H (4.8678, 2.0569, -2.6851)
H (3.6120, 3.3121, -2.6511)
H (3.6995, 2.1037, -1.3296)
H (0.8940, -1.1229, -3.6836)
H (1.4836, 0.4139, -5.8937)
H (3.2022, 2.1102, -5.0928)

Cartesian forces, eV/Å:
1.460 -2.853 0.950
-0.427 0.339 -0.659
-1.185 -0.671 0.700
-0.088 -0.119 -0.379
0.298 -0.041 0.241
-0.069 -0.096 -0.090
0.029 0.076 0.077
0.011 -0.088 0.025
-0.146 0.382 -0.276
0.518 0.230 0.547
-0.074 -0.167 -0.254
-0.093 -0.024 -0.020
-0.055 0.075 -0.453
-0.046 0.206 -0.021
0.122 0.091 -0.354
0.434 0.590 -0.108
-0.194 -0.754 -0.173
-0.101 0.296 0.214
0.148 -0.004 -0.160
0.177 -0.057 -0.022
0.240 -0.091 -0.112
-0.001 -0.260 0.125
-0.142 -0.192 -0.277
-0.034 0.079 -0.376
0.113 0.254 -0.156
0.247 0.067 0.205
0.156 -0.321 -0.160
0.269 -0.011 0.081
0.101 0.339 0.259
-0.259 0.239 0.061
-0.220 -0.120 -0.018
-0.321 -0.015 0.015
-0.200 -0.180 0.306
0.249 -0.327 -0.028
0.253 0.049 -0.158
-0.015 0.320 -0.122
1.446 2.713 0.902
-2.179 0.288 -1.235
0.101 0.260 0.251
0.121 -0.060 -0.614
-0.608 -0.031 0.597
0.462 0.521 -0.017
0.318 -0.081 0.188
-0.678 -0.387 0.251
-0.225 0.010 0.257
0.015 -0.387 0.097
0.307 0.116 -0.216
-0.143 0.092 0.077
0.032 -0.147 -0.142
-0.122 -0.148 0.175

Its spin multiplicity is 1. The LUMO energy comes out at -7.77 eV. As for the net charge: +2.